[1]
7
Properties=species:S:1:pos:R:3:forces:R:3 method="wB97M-V/def2-TZVPD" gap_ev="7.7288 / 7.6440" de_lowest_kcal_mol=126.1
C 0.0668 0.1947 0.0776 -0.903 -0.977 2.934
C -0.3560 0.3942 -1.2775 0.339 -2.272 -3.821
O 0.3826 -0.3846 2.9833 0.138 0.410 0.450
O 0.8580 0.8147 -0.6580 2.266 1.447 -0.336
S 0.0848 -1.7472 2.5302 -0.095 -0.488 -0.099
H -0.0969 -0.4606 -1.9976 -0.961 1.300 0.924
H -0.9394 1.1888 -1.6579 -0.783 0.580 -0.053

[2]
11
Properties=species:S:1:pos:R:3:forces:R:3 method="wB97M-V/def2-TZVPD" gap_ev=9.9357 smiles="O=CC(=O)O.N" de_lowest_kcal_mol=29.6
O -0.1452 -1.6915 -0.0412 0.558 0.459 -0.051
C -1.2126 -1.1738 -0.1462 -2.020 -0.941 -0.182
C -1.6871 0.2537 -0.1620 4.590 2.426 1.766
O -2.8361 0.5221 -0.0426 -0.562 0.011 -0.626
O -0.6549 1.1646 0.0056 -3.102 0.269 -0.285
H -2.1761 -1.6903 -0.1362 -0.073 -1.248 -0.094
H 0.3007 0.9335 0.1557 0.089 -1.021 -0.956
N 1.8848 0.5324 0.0033 -0.715 -1.661 3.667
H 1.8557 -0.5234 0.1081 0.002 1.785 -0.180
H 2.1512 0.9263 0.9663 0.078 -0.752 -2.215
H 2.5196 0.7463 -0.7109 1.154 0.674 -0.845

Number 1: E -17030.5544 eV. Number 2: E -9786.9035 eV.